Density functional theory data (wB97M-V/def2-TZVPD) for C25H28ClIrN3O2P as an isolated structure.

Atoms and positions in Å:
Ir: 0.125 -1.243 -0.087
Cl: 2.549 -1.402 -0.347
C: 3.034 0.271 -0.609
C: 4.339 0.498 -1.005
C: 4.720 1.810 -1.248
C: 3.814 2.854 -1.104
C: 2.515 2.597 -0.701
C: 2.110 1.285 -0.440
P: 0.447 0.963 0.168
C: 0.391 1.612 1.852
C: -0.838 1.831 2.484
C: -0.880 2.209 3.817
C: 0.303 2.362 4.533
C: 1.525 2.138 3.915
C: 1.573 1.760 2.580
C: -0.697 1.885 -0.863
C: -1.268 3.095 -0.466
C: -2.078 3.796 -1.350
C: -2.311 3.300 -2.624
C: -1.730 2.104 -3.033
C: -0.920 1.401 -2.160
H: 5.033 -0.322 -1.128
H: 5.735 2.014 -1.563
H: 4.123 3.869 -1.310
H: 1.810 3.412 -0.592
H: -1.768 1.734 1.935
H: -1.833 2.398 4.293
H: 0.268 2.662 5.571
H: 2.445 2.264 4.469
H: 2.535 1.601 2.108
H: -1.078 3.503 0.518
H: -2.521 4.733 -1.042
H: -2.943 3.852 -3.307
H: -1.904 1.725 -4.031
H: -0.461 0.477 -2.495
N: -1.920 -1.076 -0.240
C: -2.695 -2.042 0.589
C: -2.359 -1.858 2.058
C: -0.966 -2.332 2.435
N: 0.116 -1.419 1.959
H: -2.254 -0.134 -0.045
H: -2.120 -1.240 -1.239
H: -2.440 -3.045 0.243
H: -3.757 -1.885 0.400
H: -3.083 -2.406 2.661
H: -2.478 -0.805 2.335
H: -0.755 -3.312 2.000
H: -0.863 -2.421 3.517
H: 1.008 -1.886 2.137
H: 0.131 -0.553 2.499
O: 1.114 -3.864 -0.275
C: 0.544 -3.746 -1.355
C: 0.335 -4.754 -2.453
C: -0.580 -4.028 -3.451
C: -0.900 -2.706 -2.785
O: -1.713 -1.863 -3.097
N: -0.104 -2.574 -1.658
H: -0.130 -5.645 -2.029
H: 1.295 -5.064 -2.864
H: -1.499 -4.565 -3.678
H: -0.089 -3.819 -4.402

As for the highest occupied orbital energy: -15.109 eV. The maximum force comes out at 0.5 eV/Å. The value obtained for the LUMO energy is -7.079 eV. The value obtained for the total energy is -59583.4517 eV. As for the energy above the lowest of the compared OMol25 structures with the same formula, charge and spin: 0.00 kcal per mole. As for the total charge: +2. The value obtained for the HOMO-LUMO gap is 8.03 eV. The multiplicity is 1.

Density functional theory data (wB97M-V/def2-TZVPD) for C25H28F5O2V as an isolated structure in a non-equilibrium geometry.

Atoms and positions in Å:
O: -0.131 -0.439 -3.888
C: -0.047 0.876 -4.535
C: -0.037 0.301 -5.937
H: 0.876 1.389 -4.258
H: -0.920 1.504 -4.320
C: -0.019 -1.051 -5.202
H: 0.849 0.529 -6.520
H: -0.964 0.505 -6.468
C: 1.289 -1.799 -5.344
H: 2.142 -1.155 -5.103
H: 1.392 -2.170 -6.374
H: 1.293 -2.665 -4.675
C: -1.214 -1.931 -5.506
H: -2.148 -1.391 -5.321
H: -1.178 -2.819 -4.867
H: -1.175 -2.250 -6.553
V: -0.470 -0.673 2.371
C: -2.241 -1.012 3.565
C: -2.120 0.415 3.619
C: -2.276 0.930 2.297
H: -1.991 0.997 4.521
C: -2.531 -0.172 1.415
C: -2.532 -1.373 2.202
H: -2.803 -2.361 1.829
H: -2.208 -1.691 4.416
H: -2.274 1.986 2.021
H: -2.842 -0.103 0.372
C: 0.798 -2.178 3.573
C: -0.149 -2.805 2.705
C: 0.223 -2.497 1.344
H: -0.942 -3.480 3.017
C: 1.443 -1.736 1.390
C: 1.800 -1.561 2.757
H: 2.718 -1.107 3.124
H: 0.794 -2.234 4.658
H: -0.268 -2.866 0.448
H: 2.056 -1.478 0.533
O: 1.358 0.634 -2.096
C: 0.203 -0.034 -1.496
C: -1.021 0.868 -1.685
H: 0.414 -0.104 -0.413
H: 0.090 -1.031 -1.907
C: -0.371 2.267 -1.635
H: -1.772 0.737 -0.903
H: -1.499 0.668 -2.649
C: 1.136 2.017 -1.709
H: -0.615 2.713 -0.683
H: -0.742 2.939 -2.403
H: 1.502 2.132 -0.678
H: 1.691 2.686 -2.379
F: -0.224 -0.195 5.902
C: 0.498 0.780 5.259
C: 0.587 0.810 3.874
C: 1.409 1.784 3.341
F: 1.646 1.789 1.993
C: 2.058 2.746 4.122
F: 2.824 3.685 3.540
C: 1.925 2.713 5.507
F: 2.543 3.620 6.286
C: 1.149 1.714 6.084
F: 1.013 1.624 7.423

As for the highest occupied orbital energy (spin up / spin down): -11.631 / -11.631 eV. The maximum force comes out at 3.5 eV/Å. The value obtained for the LUMO energy (spin up / spin down) is -5.305 / -4.785 eV. The value obtained for the total energy is -69738.2962 eV. As for the energy above the lowest of the compared OMol25 structures with the same formula, charge and spin: 0.00 kcal per mole. As for the total charge: +1. The value obtained for the HOMO-LUMO gap (spin up / spin down) is 6.33 / 6.85 eV. The multiplicity is 2.

Density functional theory data (wB97M-V/def2-TZVPD) for a 4-piece molecular cluster, C25H28FNO2 overall.

Atoms and positions in Å:
H: -4.693 -3.572 -5.340
N: -3.752 -3.389 -4.988
C: -3.768 -3.154 -3.744
C: -5.011 -3.105 -2.891
C: -2.455 -2.834 -3.080
C: -2.365 -1.342 -2.788
C: -1.095 -0.950 -2.060
O: -0.564 -1.526 -1.159
O: -0.606 0.209 -2.555
C: -1.370 0.664 -3.684
C: -2.403 -0.421 -3.994
F: -3.661 0.156 -4.126
H: -4.784 -3.184 -1.828
H: -5.691 -3.912 -3.165
H: -5.527 -2.156 -3.053
H: -2.358 -3.366 -2.132
H: -1.647 -3.144 -3.743
H: -3.191 -1.034 -2.133
H: -1.886 1.589 -3.425
H: -0.672 0.850 -4.498
H: -2.213 -0.942 -4.932
C: 2.116 1.600 -0.954
C: 1.541 1.891 0.276
C: 2.221 2.683 1.191
C: 3.478 3.184 0.878
C: 4.055 2.892 -0.350
C: 3.374 2.100 -1.265
H: 1.580 0.982 -1.660
H: 0.565 1.492 0.520
H: 1.771 2.909 2.151
H: 4.008 3.803 1.590
H: 5.035 3.282 -0.593
H: 3.825 1.872 -2.222
C: -2.356 -6.657 0.727
C: -1.699 -6.722 1.948
C: -0.729 -5.780 2.265
C: -0.416 -4.773 1.363
C: -1.073 -4.707 0.141
C: -2.041 -5.650 -0.175
H: -3.110 -7.393 0.479
H: -1.942 -7.508 2.653
H: -0.217 -5.832 3.218
H: 0.336 -4.035 1.610
H: -0.833 -3.912 -0.553
H: -2.550 -5.606 -1.131
C: 2.999 5.931 3.529
C: 2.971 7.223 4.035
C: 3.537 7.497 5.273
C: 4.131 6.478 6.005
C: 4.158 5.185 5.500
C: 3.592 4.913 4.262
H: 2.557 5.718 2.563
H: 2.507 8.018 3.465
H: 3.516 8.505 5.667
H: 4.573 6.691 6.970
H: 4.620 4.390 6.071
H: 3.612 3.903 3.872

As for the highest occupied orbital energy: -9.219 eV. The maximum force comes out at 0.2 eV/Å. The value obtained for the LUMO energy is 0.691 eV. The SMILES is [H]/N=C(\C)C[C@H]1C(=O)OC[C@@H]1F.c1ccccc1.c1ccccc1.c1ccccc1. The value obtained for the total energy is -34681.7504 eV. As for the total charge: 0. The value obtained for the HOMO-LUMO gap is 9.91 eV. The multiplicity is 1.

Density functional theory data (wB97M-V/def2-TZVPD) for C25H28N2O3P2SeV as an isolated structure in a non-equilibrium geometry.

Atoms and positions in Å:
V: -0.022 0.283 -0.099
C: -3.671 -0.162 -1.556
O: -3.905 1.148 -2.035
C: -2.960 2.110 -1.888
C: -3.156 3.257 -2.646
C: -2.282 4.333 -2.583
C: -1.190 4.286 -1.747
C: -0.930 3.140 -0.984
C: 0.112 3.110 -0.005
N: 0.468 2.002 0.560
N: 1.179 2.012 1.701
C: 0.994 0.890 2.359
O: 0.188 -0.011 1.950
C: 1.702 0.699 3.642
C: 1.396 -0.398 4.442
C: 2.089 -0.623 5.616
C: 3.096 0.244 6.005
C: 3.398 1.345 5.219
C: 2.704 1.576 4.048
C: -1.822 2.020 -1.043
O: -1.542 0.972 -0.337
H: -4.456 -0.774 -2.004
H: -3.755 -0.205 -0.462
H: -2.689 -0.534 -1.875
H: -4.018 3.283 -3.295
H: -2.467 5.206 -3.190
H: -0.508 5.118 -1.686
H: 0.529 4.047 0.365
H: 0.612 -1.078 4.136
H: 1.849 -1.479 6.232
H: 3.644 0.059 6.918
H: 4.180 2.025 5.525
H: 2.922 2.440 3.436
C: 3.547 1.504 0.050
P: 2.421 0.054 -0.056
C: 3.268 -0.807 -1.431
C: 2.862 -1.072 1.309
C: 4.002 -1.010 2.095
C: 4.188 -1.940 3.106
C: 3.246 -2.929 3.325
C: 2.105 -2.997 2.540
C: 1.899 -2.061 1.540
P: 0.389 -1.940 0.520
C: 0.595 -3.372 -0.622
C: -0.999 -2.585 1.524
H: 3.449 2.011 1.008
H: 3.231 2.190 -0.742
H: 4.580 1.205 -0.130
H: 4.295 -1.055 -1.151
H: 3.251 -0.131 -2.288
H: 2.715 -1.702 -1.710
H: 4.729 -0.228 1.931
H: 5.066 -1.883 3.732
H: 3.387 -3.639 4.129
H: 1.372 -3.764 2.739
H: 0.536 -4.311 -0.070
H: 1.554 -3.317 -1.132
H: -0.193 -3.330 -1.378
H: -0.748 -3.537 1.992
H: -1.831 -2.736 0.830
H: -1.286 -1.860 2.282
Se: 0.177 -0.135 -2.328

As for the highest occupied orbital energy (spin up / spin down): -6.977 / -7.089 eV. The maximum force comes out at 5.0 eV/Å. The value obtained for the LUMO energy (spin up / spin down) is -0.232 / -0.293 eV. The value obtained for the total energy is -145114.2224 eV. As for the energy above the lowest of the compared OMol25 structures with the same formula, charge and spin: 40.82 kcal per mole. As for the total charge: 0. The value obtained for the HOMO-LUMO gap (spin up / spin down) is 6.75 / 6.80 eV. The multiplicity is 2.

Density functional theory data (wB97M-V/def2-TZVPD) for C25H28N4O4 in the gas phase.

Atoms and positions in Å:
C: -3.924 -3.024 -1.546
C: -3.100 -1.740 -1.501
N: -1.955 -1.831 -0.609
C: -0.648 -2.010 -1.200
C: -0.540 -3.302 -2.007
C: -2.193 -1.678 0.703
O: -3.323 -1.656 1.176
C: -1.048 -1.550 1.638
N: -1.069 -2.240 2.817
C: -0.005 -1.834 3.547
N: 0.685 -0.924 2.925
C: 0.050 -0.711 1.732
C: 0.513 0.337 0.808
O: -0.077 0.664 -0.208
N: 1.672 0.901 1.211
C: 2.270 1.986 0.472
C: 2.881 1.504 -0.857
C: 3.894 0.427 -0.606
C: 3.516 -0.910 -0.626
C: 4.435 -1.906 -0.349
C: 5.746 -1.578 -0.050
C: 6.133 -0.248 -0.029
C: 5.211 0.747 -0.302
C: 1.204 3.056 0.189
O: 1.132 3.693 -0.825
O: 0.431 3.217 1.258
C: -0.709 4.076 1.116
C: -1.865 3.309 0.529
C: -2.476 2.308 1.273
C: -3.519 1.576 0.736
C: -3.954 1.840 -0.552
C: -3.337 2.823 -1.304
C: -2.291 3.553 -0.768
H: -4.766 -2.893 -2.220
H: -3.331 -3.868 -1.889
H: -4.306 -3.243 -0.552
H: -3.734 -0.930 -1.133
H: -2.732 -1.475 -2.493
H: 0.088 -2.036 -0.396
H: -0.426 -1.145 -1.834
H: -1.196 -3.286 -2.873
H: 0.482 -3.419 -2.358
H: -0.793 -4.160 -1.388
H: -1.796 -2.887 3.079
H: 0.234 -2.227 4.515
H: 2.058 0.585 2.087
H: 3.044 2.439 1.100
H: 2.066 1.131 -1.479
H: 3.330 2.363 -1.355
H: 2.494 -1.166 -0.866
H: 4.129 -2.942 -0.370
H: 6.465 -2.355 0.164
H: 7.155 0.013 0.201
H: 5.517 1.783 -0.287
H: -0.440 4.924 0.478
H: -0.932 4.418 2.130
H: -2.126 2.102 2.274
H: -3.983 0.791 1.314
H: -4.777 1.278 -0.969
H: -3.666 3.020 -2.314
H: -1.796 4.309 -1.360

As for the highest occupied orbital energy: -8.922 eV. The maximum force comes out at 1.0 eV/Å. The value obtained for the LUMO energy is 0.611 eV. The SMILES is CCN(CC)C(=O)c1[nH]cnc1C(=O)N[C@@H](Cc1ccccc1)C(=O)OCc1ccccc1. The value obtained for the total energy is -40532.0743 eV. As for the energy above the lowest of the compared OMol25 structures with the same formula, charge and spin: 39.25 kcal per mole. As for the total charge: 0. The value obtained for the HOMO-LUMO gap is 9.53 eV. The multiplicity is 1.

Density functional theory data (wB97M-V/def2-TZVPD) for C25H28N6O2PtS3 as an isolated structure.

Atoms and positions in Å:
Pt: 0.459 0.568 0.142
C: 0.970 -2.260 3.363
C: 1.284 -1.298 2.258
N: 0.294 -0.849 1.545
N: -1.005 -1.165 1.975
C: -1.751 -0.120 2.018
S: -1.208 1.452 1.441
S: -3.251 -0.259 2.889
C: -4.437 0.701 1.889
C: -4.887 -0.014 0.644
C: -4.683 0.555 -0.606
C: -5.147 -0.078 -1.756
C: -5.817 -1.290 -1.659
C: -6.018 -1.870 -0.408
C: -5.555 -1.235 0.733
C: 2.641 -0.804 2.076
C: 3.740 -1.595 2.453
C: 5.020 -1.092 2.453
C: 5.223 0.249 2.118
C: 4.167 1.047 1.729
C: 2.868 0.531 1.673
O: 1.892 1.358 1.290
H: 0.355 -1.756 4.109
H: 1.871 -2.619 3.846
H: 0.378 -3.095 2.988
H: -4.041 1.690 1.674
H: -5.269 0.832 2.583
H: -4.177 1.510 -0.683
H: -5.004 0.387 -2.723
H: -6.200 -1.772 -2.549
H: -6.558 -2.804 -0.324
H: -5.726 -1.685 1.704
H: 3.580 -2.625 2.744
H: 5.852 -1.718 2.740
H: 6.220 0.668 2.158
H: 4.314 2.087 1.470
C: 4.220 -1.028 -1.345
C: 2.891 -0.405 -1.603
O: 1.910 -0.692 -0.861
N: 2.753 0.440 -2.611
C: 1.457 0.966 -3.036
C: 1.118 2.268 -2.357
C: 1.262 3.459 -3.047
C: 1.046 4.667 -2.404
C: 0.716 4.651 -1.061
C: 0.577 3.435 -0.427
N: 0.739 2.262 -1.064
H: 4.072 -2.021 -0.929
H: 4.728 -0.428 -0.586
H: 4.838 -1.079 -2.238
H: 3.563 0.632 -3.182
H: 0.698 0.210 -2.846
H: 1.507 1.130 -4.110
H: 1.553 3.432 -4.088
H: 1.152 5.601 -2.940
H: 0.565 5.562 -0.500
H: 0.351 3.387 0.628
N: -2.669 -2.374 -1.034
C: -1.451 -1.877 -0.969
N: -0.402 -2.655 -0.754
S: -1.292 -0.173 -1.254
H: -2.844 -3.367 -1.002
H: -3.472 -1.757 -1.111
H: -0.509 -3.623 -0.492
H: 0.526 -2.256 -0.773

As for the highest occupied orbital energy: -13.601 eV. The maximum force comes out at 0.1 eV/Å. The value obtained for the LUMO energy is -6.608 eV. The value obtained for the total energy is -75156.1509 eV. As for the energy above the lowest of the compared OMol25 structures with the same formula, charge and spin: 0.00 kcal per mole. As for the total charge: +2. The value obtained for the HOMO-LUMO gap is 6.99 eV. The multiplicity is 1.

Density functional theory data (wB97M-V/def2-TZVPD) for C25H28N6O3 as an isolated structure in a non-equilibrium geometry.

Atoms and positions in Å:
C: -6.487 -1.999 -0.402
H: -5.986 -2.439 -1.200
H: -7.490 -2.569 -0.213
H: -6.840 -1.012 -0.947
C: -5.500 -1.492 0.634
C: -4.307 -0.834 0.389
C: -3.037 -1.442 0.171
C: -2.113 -0.625 -0.518
C: -2.243 0.739 -0.582
C: -3.487 1.396 -0.137
C: -4.622 0.359 0.202
H: -5.473 0.906 0.356
H: -3.502 2.595 -0.264
N: -1.265 1.447 -0.851
C: 0.077 1.090 -1.265
O: 1.042 1.742 -1.355
C: 0.292 -0.295 -0.964
C: -0.768 -1.211 -0.651
H: -0.878 -2.266 -0.779
C: 1.567 -1.014 -1.383
C: 2.707 -0.286 -0.779
N: 3.911 -0.276 -1.087
N: 4.548 0.293 -0.167
N: 3.974 0.350 1.013
N: 2.583 0.010 0.366
C: 1.656 0.059 1.699
C: 0.991 1.404 1.795
C: -0.585 1.086 2.088
C: -1.152 2.234 2.304
C: -0.719 3.567 1.956
C: 0.529 3.588 1.426
C: 1.436 2.555 1.326
H: 2.389 2.585 1.172
H: 1.149 4.680 1.238
O: -1.531 4.613 1.934
C: -1.284 5.745 1.635
H: -2.015 6.614 1.602
H: -0.746 5.842 0.853
H: -0.348 6.132 2.332
H: -2.265 2.034 2.544
H: -0.873 0.253 2.588
H: 2.384 -0.288 2.786
H: 1.203 -0.898 1.593
N: 1.784 -2.312 -1.473
C: 1.975 -3.099 -0.355
C: 1.721 -4.388 -0.377
H: 2.047 -4.940 0.593
O: 2.689 -4.846 -1.286
C: 2.387 -4.386 -2.738
C: 2.668 -2.997 -2.513
H: 2.324 -2.401 -3.521
H: 3.592 -2.592 -2.282
H: 3.032 -4.668 -3.371
H: 1.475 -4.550 -2.867
H: 0.725 -4.686 -0.564
H: 1.143 -2.800 0.693
H: 3.017 -2.749 0.051
H: 1.791 -0.632 -2.472
H: -1.391 2.456 -0.916
H: -3.161 -2.502 0.384
H: -6.195 -1.042 1.423
H: -5.269 -2.624 1.270

As for the highest occupied orbital energy: -8.384 eV. The maximum force comes out at 17.5 eV/Å. The value obtained for the LUMO energy is -0.567 eV. The value obtained for the total energy is -41440.2986 eV. As for the energy above the lowest of the compared OMol25 structures with the same formula, charge and spin: 576.76 kcal per mole. As for the total charge: 0. The value obtained for the HOMO-LUMO gap is 7.82 eV. The multiplicity is 1.